No. 1
# C19H21NO4S

A cluster of 2 separate species, C19H21NO4S in total at a distorted geometry (ωB97M-V with the def2-TZVPD basis set, the OMol25 dataset).

Computed properties:
Charge: -2
HOMO-LUMO gap, eV: 1.011
Spin multiplicity: 1
HOMO, eV: 2.346
E, eV: -40553.94906

Geometry (Å):
C (-3.39, -0.98, -1.64)
C (-2.06, -0.94, -0.86)
C (-2.28, -0.67, 0.63)
O (-3.16, 0.08, 0.94)
O (-1.44, -1.24, 1.56)
C (-0.71, -0.20, 2.22)
C (0.76, -0.64, 2.48)
C (1.67, 0.23, 1.60)
C (1.91, 1.53, 2.01)
C (2.71, 2.36, 1.24)
C (3.24, 1.87, 0.07)
C (3.01, 0.57, -0.36)
C (2.21, -0.25, 0.42)
N (3.59, 0.10, -1.57)
C (3.37, 0.93, -2.67)
C (2.89, 0.47, -3.88)
C (2.69, 1.30, -4.96)
C (2.98, 2.66, -4.88)
C (3.46, 3.13, -3.67)
C (3.66, 2.29, -2.60)
S (4.27, 2.86, -1.02)
H (-3.20, -0.74, -2.70)
H (-4.10, -0.26, -1.23)
H (-3.78, -2.01, -1.63)
H (-1.53, -1.89, -1.03)
H (-1.39, -0.15, -1.24)
H (-0.69, 0.66, 1.53)
H (-1.18, 0.12, 3.16)
H (0.88, -1.70, 2.23)
H (1.07, -0.44, 3.51)
H (1.45, 1.89, 2.93)
H (2.88, 3.39, 1.55)
H (2.01, -1.28, 0.12)
H (3.32, -0.86, -1.74)
H (2.67, -0.60, -3.98)
H (2.30, 0.95, -5.91)
H (2.83, 3.33, -5.73)
H (3.68, 4.19, -3.53)
O (-5.57, -3.88, 2.88)
C (-4.86, -3.21, 3.83)
C (-4.30, -1.80, 3.32)
O (-3.57, -1.18, 4.29)
H (-3.95, -3.74, 4.23)
H (-5.41, -2.96, 4.77)
H (-5.20, -1.26, 2.93)
H (-3.76, -2.03, 2.37)

***

No. 2
# C30H43NO25S2

A structure of composition C30H43NO25S2 at a distorted geometry (ωB97M-V with the def2-TZVPD basis set, the OMol25 dataset).

Computed properties:
Charge: 0
HOMO-LUMO gap, eV: 9.093
Spin multiplicity: 1
HOMO, eV: -10.693
E, eV: -106151.56394

Geometry (Å):
C (-26.64, -2.19, 13.24)
C (-26.99, -2.31, 11.88)
C (-26.03, -2.61, 10.91)
C (-24.72, -2.67, 11.35)
C (-24.36, -2.66, 12.68)
C (-25.35, -2.47, 13.68)
N (-23.67, -2.87, 10.33)
O (-22.52, -2.89, 10.74)
O (-23.92, -3.13, 9.15)
H (-27.35, -1.96, 14.01)
H (-28.02, -2.31, 11.63)
H (-26.29, -2.72, 9.85)
H (-23.32, -2.91, 12.91)
H (-25.05, -2.68, 14.71)
C (-16.05, -7.85, 10.12)
C (-15.37, -7.98, 11.46)
C (-16.33, -7.97, 12.69)
O (-15.67, -8.85, 13.58)
C (-14.81, -9.60, 12.88)
O (-14.17, -10.46, 13.33)
O (-14.77, -9.24, 11.59)
H (-16.41, -6.86, 9.80)
H (-16.91, -8.50, 10.10)
H (-15.34, -8.20, 9.39)
H (-14.55, -7.25, 11.64)
H (-17.31, -8.32, 12.39)
H (-16.44, -6.99, 13.13)
C (-16.67, -7.21, 4.57)
C (-17.64, -6.44, 5.43)
C (-17.88, -6.96, 6.86)
O (-17.68, -5.79, 7.67)
C (-17.32, -4.73, 6.91)
O (-17.11, -3.62, 7.30)
O (-17.15, -5.10, 5.60)
H (-17.12, -8.17, 4.41)
H (-15.75, -7.32, 5.10)
H (-16.55, -6.69, 3.64)
H (-18.59, -6.29, 4.90)
H (-17.17, -7.67, 7.19)
H (-18.91, -7.33, 6.96)
C (-23.80, -5.87, 11.94)
C (-24.29, -7.35, 12.15)
C (-23.56, -8.14, 13.27)
O (-24.65, -8.77, 13.95)
C (-25.84, -8.21, 13.56)
O (-26.91, -8.48, 14.10)
O (-25.65, -7.35, 12.55)
H (-24.38, -5.45, 11.09)
H (-22.78, -6.03, 11.62)
H (-23.96, -5.24, 12.83)
H (-24.18, -7.98, 11.27)
H (-23.20, -7.34, 13.97)
H (-22.75, -8.84, 13.05)
C (-19.03, -0.43, 5.18)
C (-19.76, -1.62, 4.72)
C (-18.94, -2.58, 3.83)
O (-19.55, -3.84, 4.11)
C (-20.21, -3.78, 5.31)
O (-20.74, -4.69, 5.82)
O (-20.16, -2.55, 5.79)
H (-18.33, -0.63, 6.00)
H (-19.71, 0.36, 5.56)
H (-18.46, 0.08, 4.38)
H (-20.67, -1.42, 4.17)
H (-17.89, -2.67, 4.12)
H (-19.00, -2.41, 2.76)
C (-25.80, -3.51, 6.31)
C (-25.05, -2.27, 6.01)
C (-23.53, -2.46, 5.81)
O (-23.22, -1.77, 4.51)
C (-24.42, -1.55, 3.86)
O (-24.44, -1.17, 2.74)
O (-25.43, -1.72, 4.73)
H (-25.61, -4.28, 5.60)
H (-26.91, -3.41, 6.44)
H (-25.43, -3.85, 7.29)
H (-25.23, -1.48, 6.71)
H (-23.26, -3.49, 5.65)
H (-22.84, -2.16, 6.58)
C (-20.76, -5.13, 9.25)
C (-21.88, -6.02, 8.65)
O (-21.22, -7.30, 8.60)
S (-20.48, -7.43, 9.98)
O (-19.26, -8.18, 9.78)
O (-21.55, -7.68, 10.91)
O (-20.09, -5.93, 10.15)
H (-21.24, -4.26, 9.73)
H (-20.09, -4.72, 8.43)
H (-22.10, -5.77, 7.61)
H (-22.83, -6.11, 9.15)
C (-16.71, -4.30, 10.21)
C (-15.25, -4.34, 9.61)
O (-14.45, -4.49, 10.79)
S (-15.25, -3.94, 12.02)
O (-15.32, -2.53, 11.93)
O (-14.86, -4.67, 13.15)
O (-16.62, -4.53, 11.59)
H (-17.38, -5.08, 9.87)
H (-17.12, -3.29, 10.00)
H (-15.07, -3.42, 9.07)
H (-14.96, -5.15, 8.93)

***

No. 3
# C3H11NO3

A cluster of 3 separate species, C3H11NO3 in total at a distorted geometry (ωB97M-V with the def2-TZVPD basis set, the OMol25 dataset).

Computed properties:
Charge: 0
HOMO-LUMO gap, eV: 5.920
Spin multiplicity: 1
HOMO, eV: -9.452
E, eV: -10915.32977

Geometry (Å):
C (-1.10, -0.17, -1.31)
N (-1.04, 0.94, -0.35)
C (0.20, 1.12, 0.14)
C (0.79, -0.22, 1.21)
O (2.06, -0.11, 1.18)
H (-0.16, -0.10, -1.87)
H (-1.89, 0.01, -2.04)
H (-1.17, -1.16, -0.87)
H (-1.65, 0.63, 0.57)
H (0.99, 0.97, -0.62)
H (0.26, 2.11, 0.58)
H (0.32, -1.12, 0.83)
H (0.31, 0.04, 2.16)
H (-2.97, -0.47, 1.69)
O (-2.04, -0.40, 1.41)
H (2.31, -0.42, 0.15)
H (2.69, -1.08, -1.70)
O (2.08, -0.58, -1.17)

***

No. 4
# C2HIN2OS

A structure of composition C2HIN2OS at a distorted geometry (ωB97M-V with the def2-TZVPD basis set, the OMol25 dataset).

Computed properties:
Charge: 0
HOMO-LUMO gap, eV: 9.124
Spin multiplicity: 1
HOMO, eV: -9.204
E, eV: -26053.60702

Geometry (Å):
C (0.55, 0.23, -0.82)
C (-0.88, -0.23, 0.91)
N (-0.52, 0.35, -1.55)
N (0.42, -0.04, 0.46)
O (-1.25, -0.60, 1.98)
S (-1.85, -0.01, -0.58)
I (2.47, 0.27, -1.63)
H (1.04, 0.04, 1.23)

***

No. 5
# C3H6N4

An isolated molecule of C3H6N4 at a distorted geometry (ωB97M-V with the def2-TZVPD basis set, the OMol25 dataset).

Computed properties:
Charge: 0
HOMO-LUMO gap, eV: 9.105
Spin multiplicity: 1
HOMO, eV: -8.242
E, eV: -9168.42710

Geometry (Å):
N (-2.41, -0.62, 0.09)
C (-1.12, 0.02, -0.08)
C (-0.62, 1.27, 0.01)
N (0.78, 1.17, 0.00)
C (1.10, -0.07, 0.01)
N (2.41, -0.55, -0.06)
N (-0.01, -0.87, -0.17)
H (-2.87, -0.30, 0.94)
H (-2.97, -0.33, -0.74)
H (-1.09, 2.22, 0.04)
H (3.01, 0.30, 0.16)
H (2.57, -1.17, 0.78)
H (-0.15, -1.93, 0.06)

***

No. 6
# H14LiO7

A structure of composition H14LiO7 at a distorted geometry (ωB97M-V with the def2-TZVPD basis set, the OMol25 dataset).

Computed properties:
Charge: +1
HOMO-LUMO gap, eV: 11.557
Spin multiplicity: 1
HOMO, eV: -14.908
E, eV: -14761.63329

Geometry (Å):
Li (0.22, 0.22, -0.41)
O (-1.51, -0.14, -1.37)
H (-1.27, -0.70, -2.12)
H (-1.85, -0.80, -0.85)
O (1.82, -1.08, -1.52)
H (2.33, -1.56, -0.84)
H (2.44, -0.89, -2.23)
O (-0.76, 1.72, 0.80)
H (-0.72, 1.71, 1.75)
H (-1.68, 1.55, 0.57)
O (-0.16, -1.66, 1.12)
H (0.00, -1.42, 2.06)
H (0.09, -2.56, 1.13)
O (1.95, 0.59, 1.17)
H (2.16, 1.48, 1.43)
H (2.71, 0.31, 0.69)
O (0.87, 1.72, -1.65)
H (0.08, 2.22, -1.56)
H (0.81, 1.50, -2.55)
O (-2.77, -0.89, 1.20)
H (-2.93, -0.22, 1.88)
H (-1.84, -1.09, 1.30)